{
  "formula": "C7H15O6Sn",
  "method": "ωB97M-V with the def2-TZVPD basis set",
  "species": ["Sn", "O", "C", "O", "O", "H", "C", "O", "C", "C", "O", "C", "C", "O", "C", "H", "H", "H", "H", "H", "H", "H", "H", "H", "H", "H", "H", "H", "H"],
  "xyz": [[-0.9610, 1.4281, -0.2566], [-2.3429, 6.0689, 0.4735], [-2.6840, 4.8814, 0.2462], [-1.8734, 4.2440, -0.3773], [-3.6577, 4.3805, 0.9405], [-3.2023, 6.1200, 0.8982], [-1.6685, -1.6024, 1.9999], [-0.5404, -0.8822, 1.5948], [0.7475, -1.5301, 1.7902], [1.7513, -0.4117, 1.4548], [1.7256, 0.1189, 0.1211], [2.2993, -0.7336, -0.8695], [1.6557, -0.3735, -2.2306], [0.2462, -0.6335, -2.2200], [-0.0696, -1.9440, -2.5965], [-1.7104, -2.6066, 1.5780], [-2.5739, -1.0424, 1.7658], [-1.5939, -1.6078, 3.0873], [0.7366, -2.3936, 1.1251], [0.8027, -2.0692, 2.7359], [2.7928, -0.4193, 1.7764], [1.2631, 0.4181, 1.9659], [2.1353, -1.7709, -0.5775], [3.3587, -0.4861, -0.9367], [2.2182, -0.8364, -3.0414], [1.7480, 0.7063, -2.3479], [0.0447, -2.6355, -1.7617], [0.4666, -2.2591, -3.4917], [-1.1144, -2.1284, -2.8462]],
  "nbo_charge": [1.722, -0.643, 0.915, -0.824, -0.787, 0.510, -0.258, -0.614, -0.111, -0.098, -0.590, -0.103, -0.088, -0.583, -0.271, 0.192, 0.196, 0.198, 0.189, 0.229, 0.227, 0.199, 0.191, 0.208, 0.216, 0.196, 0.171, 0.201, 0.211],
  "charge": 1,
  "orbital_gap_ev": 4.30,
  "de_lowest_kcal_mol": 107.7,
  "homo_energy_ev": -11.223
}

=====

{
  "formula": "C4H7NOSi",
  "method": "ωB97M-V with the def2-TZVPD basis set",
  "species": ["C", "C", "C", "C", "N", "O", "Si", "H", "H", "H", "H", "H", "H", "H"],
  "xyz": [[-1.3056, -2.2914, 0.0797], [-0.3056, -2.3681, 0.9928], [-0.0647, -0.5534, -0.2373], [0.4560, 2.4215, 0.1537], [-1.1606, -1.1422, -0.6775], [0.4968, -1.2689, 0.8312], [0.9281, 0.9127, -0.8399], [-2.2467, -2.8915, -0.1843], [-0.1208, -3.1515, 1.6996], [-0.6379, 2.7734, 0.0822], [0.5345, 2.0665, 1.1906], [1.0623, 3.3466, 0.1575], [0.0722, 1.7299, -2.2904], [2.2919, 0.4164, -0.9576]],
  "nbo_charge": [-0.131, 0.056, 0.067, -1.128, -0.434, -0.428, 1.113, 0.232, 0.216, 0.263, 0.227, 0.254, -0.160, -0.146],
  "orbital_gap_ev": 10.00,
  "de_lowest_kcal_mol": 72.4,
  "homo_energy_ev": -9.425
}

=====

{
  "formula": "C27H20HfN5O5S3Sb",
  "method": "ωB97M-V with the def2-TZVPD basis set",
  "species": ["Hf", "O", "C", "C", "C", "C", "C", "C", "C", "O", "N", "N", "C", "C", "C", "C", "C", "C", "N", "H", "H", "H", "H", "H", "H", "H", "H", "H", "H", "O", "C", "C", "C", "C", "C", "C", "C", "O", "N", "N", "C", "C", "C", "C", "C", "C", "C", "O", "H", "H", "H", "H", "H", "H", "H", "H", "H", "H", "S", "Sb", "S", "S"],
  "xyz": [[-0.2716, -0.2874, 0.1841], [-3.2653, 1.5352, 3.2518], [-3.2001, 2.8194, 2.8645], [-3.9931, 3.7332, 3.5636], [-3.9543, 5.0757, 3.2535], [-3.1201, 5.5437, 2.2405], [-2.3444, 4.6464, 1.5364], [-2.3752, 3.2783, 1.8217], [-1.5549, 2.3357, 1.0323], [-1.5994, 1.0846, 1.3163], [-0.8720, 2.8438, 0.0241], [-0.1887, 1.8944, -0.6531], [0.3382, 2.2393, -1.7654], [1.1034, 1.2453, -2.4888], [1.6522, 1.5253, -3.7391], [2.3985, 0.5587, -4.3811], [2.5887, -0.6628, -3.7517], [2.0057, -0.8631, -2.5129], [1.2704, 0.0527, -1.8876], [-2.6178, 1.0238, 2.7203], [-4.6274, 3.3515, 4.3530], [-4.5716, 5.7696, 3.8113], [-3.0875, 6.5988, 2.0019], [-1.6977, 4.9737, 0.7350], [0.1924, 3.2339, -2.1738], [1.4781, 2.4955, -4.1852], [2.8246, 0.7513, -5.3573], [3.1707, -1.4507, -4.2074], [2.1287, -1.8120, -2.0061], [2.1853, -5.1713, -1.0600], [0.8925, -5.3302, -1.4167], [0.5166, -6.5407, -1.9919], [-0.8043, -6.7716, -2.3345], [-1.7730, -5.7990, -2.1175], [-1.3990, -4.5794, -1.5839], [-0.0761, -4.3257, -1.2348], [0.2704, -2.9957, -0.6988], [-0.5117, -1.9958, -0.9187], [1.4032, -2.8944, -0.0440], [1.5946, -1.6138, 0.4579], [2.7916, -1.3471, 0.8326], [3.1944, -0.0785, 1.3847], [4.5444, 0.1455, 1.6822], [4.9734, 1.3455, 2.2034], [4.0343, 2.3556, 2.4335], [2.6996, 2.1592, 2.1569], [2.2385, 0.9338, 1.6391], [0.9662, 0.7469, 1.4340], [2.2251, -4.3321, -0.5391], [1.2785, -7.2936, -2.1487], [-1.0813, -7.7237, -2.7717], [-2.8109, -5.9805, -2.3627], [-2.1405, -3.8056, -1.4288], [3.5511, -2.1206, 0.7186], [5.2560, -0.6500, 1.4865], [6.0184, 1.5042, 2.4340], [4.3596, 3.3062, 2.8390], [1.9667, 2.9376, 2.3295], [-4.5146, -2.8847, -0.4129], [-3.3432, -1.1197, 0.4415], [-1.4764, -1.8232, 1.8350], [-2.3768, 0.1188, -1.3766]],
  "lowdin_spin": [0.018, 0.007, 0.000, 0.000, 0.000, 0.000, 0.000, 0.000, -0.001, 0.010, 0.000, 0.001, 0.003, 0.002, 0.000, 0.000, 0.000, 0.001, 0.001, 0.003, 0.000, 0.000, 0.000, 0.000, 0.000, 0.000, 0.000, 0.000, 0.000, 0.000, 0.000, 0.000, 0.000, 0.001, 0.006, 0.001, 0.002, 0.006, 0.004, 0.003, 0.000, 0.000, 0.000, 0.000, 0.000, 0.000, 0.000, 0.002, 0.000, 0.000, 0.000, 0.001, 0.010, 0.000, 0.000, 0.000, 0.000, 0.000, 0.359, 0.300, 0.128, 0.131],
  "charge": -1,
  "orbital_gap_ev": [6.14, 5.98],
  "de_lowest_kcal_mol": 9.6,
  "multiplicity": 2,
  "homo_energy_ev": [-4.601, -4.980],
  "s2": 0.7625
}

=====

{
  "formula": "C5H14N2O",
  "method": "ωB97M-V with the def2-TZVPD basis set",
  "species": ["C", "N", "C", "C", "O", "C", "N", "C", "H", "H", "H", "H", "H", "H", "H", "H", "H", "H", "H", "H", "H", "H"],
  "xyz": [[1.2861, -0.4546, 0.3992], [-0.1475, -0.6496, 0.5161], [-0.6388, 0.5704, 0.0126], [-2.0976, 0.6789, 0.1815], [-0.6735, 0.3730, 2.8064], [-0.3368, 0.6399, -1.5477], [1.0553, 0.7979, -1.7416], [1.8412, -1.7268, -0.3659], [1.4477, 0.4270, -0.3321], [1.7917, -0.4297, 1.3948], [-0.3723, -0.7437, 1.5499], [-0.1875, 1.3646, 0.5660], [-2.6638, 0.0943, -0.5752], [-2.4661, 0.2462, 1.1464], [-2.6162, 1.6449, 0.3568], [-0.4456, -0.2598, -2.0701], [-0.9912, 1.4263, -2.0396], [1.0560, 1.6633, -2.3265], [-0.6097, 0.2138, 3.7493], [1.1327, -1.7873, -1.1788], [2.8003, -1.5332, -0.8358], [1.8357, -2.5559, 0.3342]],
  "lowdin_spin": [0.073, 0.016, 0.042, 0.004, 0.006, 0.079, 0.694, 0.006, 0.021, 0.003, 0.004, -0.001, 0.001, 0.002, 0.000, 0.027, -0.001, 0.020, 0.000, 0.000, 0.001, 0.003],
  "charge": -1,
  "orbital_gap_ev": [6.91, 6.07],
  "de_lowest_kcal_mol": 66.9,
  "multiplicity": 2,
  "homo_energy_ev": [-3.050, -3.041],
  "s2": 0.7549
}

=====

{
  "formula": "C9H14O",
  "method": "ωB97M-V with the def2-TZVPD basis set",
  "species": ["C", "C", "H", "H", "H", "H", "H", "H", "C", "C", "C", "C", "C", "C", "C", "O", "H", "H", "H", "H", "H", "H", "H", "H"],
  "xyz": [[-0.7860, 1.2746, -4.1310], [0.2359, 0.9356, -3.0272], [-0.4524, 0.7984, -5.0356], [-1.7714, 0.8372, -3.9293], [-0.8708, 2.3413, -4.3057], [-0.1608, 1.1834, -2.0479], [1.1278, 1.5493, -3.1614], [0.4675, -0.1231, -3.1090], [2.4797, 0.0490, -0.3002], [-0.4085, -1.6367, 1.3290], [0.7141, -1.4889, 0.5707], [-1.1183, -0.4974, 1.8015], [1.2442, -0.1966, 0.4473], [-0.4992, 0.7767, 1.8544], [0.5729, 0.9449, 1.0434], [-2.3355, -0.6195, 2.2899], [-0.7440, -2.6327, 1.5669], [1.0676, -2.4321, 0.1652], [-2.8597, -1.2465, 1.7623], [-0.8896, 1.5656, 2.4743], [2.3352, 0.7823, -1.1122], [3.0765, -0.7514, -0.7388], [1.0007, 1.8741, 0.6807], [3.1852, 0.6160, 0.3234]],
  "lowdin_spin": [0.000, 0.002, 0.000, 0.000, 0.000, 0.001, 0.001, 0.000, 0.059, 0.120, 0.046, 0.202, 0.255, 0.052, 0.068, 0.150, 0.003, -0.002, 0.004, 0.000, 0.021, 0.000, 0.000, 0.020],
  "charge": 1,
  "orbital_gap_ev": [9.92, 7.22],
  "de_lowest_kcal_mol": 16.4,
  "multiplicity": 2,
  "homo_energy_ev": [-13.934, -14.650],
  "s2": 0.7654
}

=====

{
  "formula": "C27H24BrN5O11",
  "method": "ωB97M-V with the def2-TZVPD basis set",
  "species": ["O", "C", "Br", "C", "N", "C", "O", "O", "H", "H", "H", "H", "C", "C", "C", "C", "C", "C", "N", "O", "O", "H", "H", "H", "H", "H", "C", "C", "C", "C", "C", "C", "N", "O", "O", "H", "H", "H", "H", "H", "C", "C", "C", "C", "C", "C", "N", "O", "O", "H", "H", "H", "H", "H", "C", "C", "C", "C", "C", "C", "N", "O", "O", "H", "H", "H", "H", "H"],
  "xyz": [[-0.5270, 2.8350, 0.3428], [-1.4225, 2.8617, -0.4349], [-1.8181, 1.2474, -1.4365], [-2.2357, 4.0893, -0.7371], [-3.6728, 3.8590, -0.8057], [-4.1746, 2.9427, 0.1642], [-3.8025, 2.8798, 1.3047], [-5.0786, 2.0702, -0.3361], [-1.9330, 4.8548, -0.0190], [-1.9066, 4.4211, -1.7292], [-4.1805, 4.7332, -0.7904], [-5.6537, 2.5320, -0.9633], [0.7051, -1.3959, 1.0122], [1.2904, -0.2284, 0.5416], [2.3837, -0.2926, -0.3062], [2.8695, -1.5345, -0.6707], [2.3055, -2.7092, -0.2084], [1.2137, -2.6344, 0.6414], [4.0182, -1.6088, -1.5879], [4.5067, -0.5639, -1.9685], [4.4101, -2.7109, -1.9153], [-0.1524, -1.3404, 1.6698], [0.8924, 0.7340, 0.8312], [2.8476, 0.6083, -0.6782], [2.7081, -3.6653, -0.5081], [0.7581, -3.5427, 1.0083], [2.4846, -8.0824, 3.9363], [2.5948, -6.8145, 3.3812], [1.6003, -6.3333, 2.5458], [0.5063, -7.1372, 2.2840], [0.3788, -8.4038, 2.8225], [1.3804, -8.8758, 3.6548], [-0.5647, -6.6280, 1.4101], [-0.4239, -5.5194, 0.9305], [-1.5249, -7.3424, 1.2203], [3.2617, -8.4529, 4.5913], [3.4551, -6.1976, 3.5997], [1.6784, -5.3491, 2.1097], [-0.4854, -9.0101, 2.5976], [1.2971, -9.8637, 4.0859], [-1.2938, 1.1578, -7.6448], [-2.4977, 1.6903, -8.0878], [-3.3713, 2.2780, -7.1879], [-3.0154, 2.3224, -5.8527], [-1.8247, 1.7952, -5.3892], [-0.9598, 1.2076, -6.2980], [-3.9309, 2.9590, -4.8926], [-4.9815, 3.3961, -5.3176], [-3.5862, 3.0100, -3.7284], [-0.6133, 0.7025, -8.3519], [-2.7568, 1.6490, -9.1366], [-4.3105, 2.6941, -7.5193], [-1.5767, 1.8399, -4.3391], [-0.0241, 0.7897, -5.9536], [0.8680, 5.8110, 4.0146], [0.6317, 4.8171, 3.0744], [1.2909, 3.6030, 3.1678], [2.1759, 3.4056, 4.2097], [2.4303, 4.3822, 5.1545], [1.7681, 5.5946, 5.0504], [2.8635, 2.1073, 4.3216], [2.6373, 1.2747, 3.4677], [3.6142, 1.9476, 5.2621], [0.3482, 6.7572, 3.9419], [-0.0684, 4.9799, 2.2670], [1.1104, 2.8263, 2.4404], [3.1299, 4.2003, 5.9562], [1.9528, 6.3701, 5.7808]],
  "nbo_charge": [-0.507, 0.532, -0.011, -0.331, -0.692, 0.885, -0.555, -0.667, 0.216, 0.244, 0.400, 0.496, -0.178, -0.197, -0.207, 0.079, -0.220, -0.216, 0.520, -0.382, -0.382, 0.221, 0.233, 0.243, 0.245, 0.234, -0.177, -0.205, -0.210, 0.084, -0.211, -0.208, 0.524, -0.390, -0.366, 0.221, 0.226, 0.245, 0.250, 0.223, -0.176, -0.208, -0.212, 0.080, -0.214, -0.206, 0.521, -0.380, -0.384, 0.222, 0.223, 0.249, 0.252, 0.227, -0.171, -0.227, -0.136, 0.002, -0.191, -0.214, 0.533, -0.376, -0.377, 0.216, 0.223, 0.246, 0.249, 0.221],
  "orbital_gap_ev": 8.98,
  "de_lowest_kcal_mol": 0.0,
  "homo_energy_ev": -9.629,
  "smiles": "O=[N+]([O-])c1ccccc1.O=[N+]([O-])c1ccccc1.O=[N+]([O-])c1ccccc1.O=[N+]([O-])c1ccccc1.O=C(Br)CNC(=O)O"
}